{"formula": "C21H19Br2F2N4O2SZn", "method": "wB97M-V/def2-TZVPD", "gap_ev": [5.5305, 4.4749], "relative_energy_ev": 18.372, "homo_ev": [-3.0, -1.9], "charge": -1, "elements": ["Zn", "Br", "C", "C", "C", "N", "C", "C", "C", "C", "C", "Br", "C", "C", "N", "H", "H", "H", "H", "H", "H", "C", "S", "O", "C", "C", "C", "C", "C", "C", "H", "H", "H", "H", "H", "H", "H", "H", "O", "N", "C", "C", "C", "N", "H", "H", "H", "H", "F", "C", "F", "H"], "xyz": [[0.00000, 0.00000, 0.00000], [0.74880, 0.00000, 6.45360], [0.43460, 0.00000, 4.56660], [-0.95540, 0.00000, 4.04550], [-1.16030, 0.00000, 2.71660], [-0.01560, 0.00000, 1.83380], [1.18580, 0.00000, 2.24600], [1.46950, 0.00000, 3.70770], [2.24650, 0.00000, 1.18930], [3.70640, 0.00000, 1.47220], [4.56670, 0.00000, 0.43890], [6.45320, 0.00000, 0.75460], [4.04670, 0.00000, -0.95210], [2.71810, 0.00000, -1.15730], [1.83340, 0.00000, -0.01560], [-1.79760, 0.00000, 4.73040], [-2.16760, 0.00000, 2.31570], [2.48440, 0.00000, 4.08600], [4.08400, 0.00000, 2.48810], [4.73260, 0.00000, -1.79330], [2.31810, 0.00000, -2.16580], [-1.79060, 0.22360, -2.39540], [0.00000, 0.00000, -2.23690], [0.23100, -1.40720, -1.76820], [0.37890, 0.00730, -4.00440], [0.63110, -1.18470, -4.69100], [0.92240, -1.16190, -6.05610], [0.96830, 0.05250, -6.73950], [0.72680, 1.24530, -6.05920], [0.43480, 1.22440, -4.69380], [-2.21260, -0.56170, -3.02760], [-2.00390, 1.20640, -2.82210], [-2.23540, 0.16160, -1.39920], [0.60400, -2.13740, -4.16560], [1.11730, -2.09230, -6.58340], [1.19860, 0.06870, -7.80190], [0.77110, 2.19190, -6.59210], [0.25820, 2.16350, -4.17580], [0.00000, 1.57460, 0.00000], [-1.00100, -2.66490, 0.41420], [-0.71890, -3.99510, 0.29750], [0.54900, -4.06970, -0.22720], [0.94430, -2.72950, -0.39070], [0.00000, -1.87020, 0.00000], [-1.84790, -2.22940, 0.76460], [-1.43120, -4.75200, 0.59220], [1.11050, -4.96310, -0.45950], [1.87890, -2.34380, -0.77740], [-2.18680, 1.27410, -0.36030], [-1.94980, 0.00000, 0.00000], [-2.18680, -1.02810, -0.83430], [-2.31960, -0.21090, 1.02450]]}

---

{"formula": "C21H19BrMoN8", "method": "wB97M-V/def2-TZVPD", "gap_ev": [5.3829, 6.2805], "relative_energy_ev": 0.090, "homo_ev": [-20.6, -20.7], "charge": 4, "spin_multiplicity": 3, "elements": ["Mo", "N", "C", "N", "C", "N", "N", "C", "N", "C", "C", "C", "C", "C", "N", "H", "H", "H", "H", "H", "H", "H", "H", "C", "C", "C", "C", "C", "Br", "N", "C", "H", "H", "H", "H", "H", "H", "N", "C", "C", "C", "C", "C", "C", "C", "H", "H", "H", "H", "H"], "xyz": [[0.43736, 0.22462, -0.11773], [-1.76386, 2.34444, 1.21852], [-2.34864, 1.37263, 0.52240], [-3.63932, 1.37768, 0.41801], [-4.25742, 0.42232, -0.29388], [-5.54609, 0.43245, -0.42616], [-3.54914, -0.60352, -0.89402], [-2.28759, -0.60251, -0.76692], [-1.54011, 0.37849, -0.08647], [-1.45967, -1.66427, -1.35935], [-1.95947, -2.77384, -2.00274], [-1.06231, -3.70923, -2.52064], [0.30284, -3.48895, -2.38071], [0.73888, -2.35503, -1.71914], [-0.12556, -1.46020, -1.21089], [-2.36517, 3.03463, 1.65376], [-0.79511, 2.35740, 1.47011], [-6.09998, 1.15574, 0.01801], [-6.02031, -0.28455, -0.96113], [-3.03000, -2.89690, -2.09864], [-1.42544, -4.59512, -3.02680], [1.02736, -4.18823, -2.77614], [1.79674, -2.15722, -1.59564], [0.06655, 3.88093, -4.45761], [0.88716, 3.09128, -3.49881], [2.28459, 3.22397, -3.46143], [3.05415, 2.47657, -2.57304], [2.37512, 1.62984, -1.74441], [3.19755, 0.54955, -0.37213], [1.04525, 1.45840, -1.73199], [0.31507, 2.18555, -2.61450], [0.48646, 3.80598, -5.46214], [0.09660, 4.94443, -4.20626], [-0.97383, 3.56564, -4.48209], [2.77394, 3.92007, -4.13383], [4.13333, 2.55565, -2.54146], [-0.75459, 2.01621, -2.61816], [0.80170, -0.56674, 1.59620], [1.19449, -0.92709, 2.65939], [1.61195, -1.35291, 3.88008], [2.06361, -0.37928, 4.83474], [2.56040, -0.80236, 6.03383], [2.60672, -2.17155, 6.34138], [2.14457, -3.13024, 5.42591], [1.64986, -2.74538, 4.21206], [2.00112, 0.67526, 4.59964], [2.90945, -0.07522, 6.75513], [2.99370, -2.49352, 7.30061], [2.17733, -4.18007, 5.68530], [1.26974, -3.47580, 3.50979]]}

---

{"formula": "C21H19Cl4N6O3W", "method": "wB97M-V/def2-TZVPD", "gap_ev": 5.1063, "relative_energy_ev": 0.511, "homo_ev": -17.2, "charge": 3, "elements": ["W", "O", "C", "C", "C", "C", "C", "C", "C", "N", "C", "C", "N", "H", "H", "H", "H", "H", "H", "H", "Cl", "C", "C", "Cl", "C", "Cl", "C", "O", "C", "O", "C", "Cl", "C", "N", "C", "N", "C", "N", "C", "N", "C", "C", "H", "H", "H", "H", "H", "H", "H", "H", "H", "H", "H", "H"], "xyz": [[0.05733, -0.05016, 0.69698], [1.85137, 0.09983, 0.60284], [2.87863, 0.97353, 0.34027], [4.19598, 0.56174, 0.32964], [5.19350, 1.49188, 0.07936], [4.86748, 2.82361, -0.15148], [3.54278, 3.22573, -0.16482], [2.51964, 2.30635, 0.07540], [1.12145, 2.67648, -0.03230], [0.06033, 1.81412, -0.17140], [-1.09112, 2.59639, -0.35926], [-0.72132, 3.88990, -0.34868], [0.64233, 3.91197, -0.13318], [4.44605, -0.47255, 0.53069], [6.22795, 1.17728, 0.06495], [5.64987, 3.54897, -0.32876], [3.31186, 4.25960, -0.38650], [-2.06292, 2.16740, -0.52989], [-1.30068, 4.78879, -0.48135], [1.19358, 4.75691, -0.06200], [-3.91641, 0.25780, 6.03243], [-3.33900, 0.17407, 4.44231], [-4.23941, 0.03089, 3.37108], [-5.90725, -0.05200, 3.66628], [-3.77078, -0.03884, 2.04733], [-4.82078, -0.20090, 0.71598], [-2.40758, 0.02483, 1.84285], [-1.75064, -0.06863, 0.63415], [-1.50980, 0.19076, 2.91158], [-0.19182, 0.32727, 2.48234], [-1.94858, 0.26198, 4.21394], [-0.83426, 0.45994, 5.48259], [1.46967, -2.58938, -0.61110], [0.10891, -1.92488, -0.16029], [-0.21839, -2.57631, 1.23220], [-0.24564, -3.99464, 1.15567], [1.05777, -4.51125, 0.71076], [1.35590, -3.99260, -0.62623], [0.32060, -4.43282, -1.57069], [-0.97272, -3.89902, -1.13156], [-0.97326, -2.48752, -1.15225], [-1.29159, -4.40960, 0.20257], [2.23175, -2.27424, 0.10051], [1.69096, -2.19866, -1.60406], [-1.21288, -2.24692, 1.55346], [0.56531, -2.26889, 1.94620], [1.01993, -5.59792, 0.68781], [1.83474, -4.21049, 1.41579], [0.28192, -5.51962, -1.58724], [0.55426, -4.08149, -2.57587], [-1.93875, -2.08865, -0.83617], [-0.71383, -2.10996, -2.14084], [-1.34266, -5.49584, 0.18521], [-2.25938, -4.02327, 0.52764]]}

---

{"formula": "C21H19ClFN3O4S", "method": "wB97M-V/def2-TZVPD", "gap_ev": 8.0108, "smiles": "NC(=O)C1CCN(c2oc(-c3ccccc3F)nc2S(=O)(=O)c2ccc(Cl)cc2)CC1", "homo_ev": -7.6, "charge": 0, "elements": ["N", "C", "O", "C", "H", "C", "H", "C", "N", "C", "C", "N", "C", "C", "C", "C", "C", "C", "C", "H", "H", "H", "H", "F", "O", "S", "O", "O", "C", "C", "C", "C", "C", "C", "H", "H", "Cl", "H", "H", "C", "H", "C", "H", "H", "H", "H", "H", "H", "H", "H"], "xyz": [[5.65526, -2.87635, 0.99998], [5.10672, -1.98888, 0.13863], [5.74801, -1.07675, -0.33203], [3.63370, -2.26530, -0.16186], [3.53812, -3.34004, -0.35458], [3.15851, -1.49824, -1.40170], [3.85665, -1.66088, -2.22335], [3.05848, 0.00439, -1.12735], [2.21355, 0.24592, 0.02649], [0.89581, 0.43586, -0.14826], [-0.19842, 0.35436, 0.70034], [-1.30265, 0.76910, 0.02224], [-0.89769, 1.09040, -1.17052], [-1.72581, 1.58244, -2.23967], [-1.23059, 1.86828, -3.51389], [-2.04715, 2.34123, -4.52247], [-3.39356, 2.53833, -4.26938], [-3.91121, 2.25941, -3.01234], [-3.09019, 1.78781, -2.00957], [-3.47033, 1.56504, -1.02545], [-4.96129, 2.41272, -2.81706], [-4.03605, 2.90844, -5.05315], [-1.61922, 2.54843, -5.49072], [0.07587, 1.67896, -3.78730], [0.44595, 0.90228, -1.33135], [-0.45533, -0.30127, 2.32380], [-0.19790, -1.72073, 2.27940], [0.29722, 0.46113, 3.28923], [-2.20510, -0.00514, 2.54588], [-2.61804, 1.21094, 3.05265], [-3.97131, 1.47517, 3.16712], [-4.88382, 0.50950, 2.76403], [-4.46597, -0.71463, 2.25967], [-3.11045, -0.96904, 2.14959], [-2.74187, -1.90747, 1.76756], [-5.19381, -1.45093, 1.95710], [-6.57160, 0.83651, 2.89434], [-4.31994, 2.41714, 3.56026], [-1.87533, 1.93028, 3.35849], [2.70824, -0.38264, 1.23183], [2.07136, -0.11889, 2.07522], [2.76988, -1.90043, 1.05667], [3.17027, -2.34793, 1.96666], [1.75461, -2.27881, 0.92282], [3.71234, 0.01485, 1.40782], [2.64516, 0.52508, -1.99113], [4.05235, 0.39907, -0.90860], [2.17758, -1.87760, -1.69797], [5.13268, -3.63523, 1.39821], [6.61633, -2.75589, 1.27362]]}

---

{"formula": "C21H19ClIN4O7Pt", "method": "wB97M-V/def2-TZVPD", "gap_ev": [7.4241, 5.8754], "relative_energy_ev": 0.724, "homo_ev": [-11.0, -11.9], "charge": 1, "spin_multiplicity": 5, "elements": ["Pt", "O", "C", "O", "C", "C", "C", "C", "C", "O", "C", "C", "O", "O", "H", "H", "H", "H", "H", "H", "H", "H", "Cl", "C", "C", "C", "I", "C", "O", "C", "N", "C", "C", "C", "C", "H", "H", "H", "H", "C", "N", "C", "C", "O", "N", "C", "N", "H", "H", "H", "H", "H", "H", "H"], "xyz": [[-0.05636, -0.10066, -0.12659], [-3.92127, -1.23945, -1.93046], [-2.80479, -1.19879, -1.47562], [-1.85646, -0.40471, -1.51774], [-2.50815, -2.58292, -0.54039], [-2.36256, -2.16060, 0.92646], [-2.59791, -3.43748, 1.75978], [-1.28420, -4.21556, 1.50650], [-0.53847, -3.25697, 0.56418], [-0.94713, -1.97196, 1.07449], [-1.20355, -3.29064, -0.82159], [-0.28705, -2.57789, -1.92976], [-0.54090, -2.85892, -3.08254], [0.61443, -1.79469, -1.48011], [-3.39316, -3.17348, -0.74301], [-2.90265, -1.27540, 1.24961], [-2.71831, -3.16562, 2.80675], [-3.48438, -3.98421, 1.44450], [-0.71831, -4.34603, 2.42749], [-1.44093, -5.19193, 1.05364], [0.54254, -3.33440, 0.55468], [-1.35517, -4.29193, -1.21487], [2.17103, 3.45670, 5.46396], [1.23120, 2.52809, 4.38647], [-0.10325, 2.29324, 4.68623], [-0.91809, 1.62100, 3.79928], [-2.91967, 1.25293, 4.20239], [-0.42666, 1.17907, 2.52513], [-1.17959, 0.75506, 1.62619], [1.01819, 1.26618, 2.32283], [1.51784, 0.62596, 1.25499], [2.80234, 0.72544, 0.96928], [3.67171, 1.49692, 1.74103], [3.19233, 2.11630, 2.86906], [1.83508, 1.98763, 3.20584], [-0.51292, 2.65714, 5.61833], [3.15153, 0.16008, 0.11461], [4.70976, 1.57926, 1.45346], [3.84875, 2.69452, 3.50486], [1.03842, 2.53387, -5.04001], [0.83273, 2.33847, -3.61932], [0.71537, 3.41588, -2.65431], [0.61341, 2.64777, -1.33844], [0.45671, 3.11177, -0.23130], [0.72633, 1.30799, -1.63826], [0.83988, 1.16975, -2.96990], [0.98667, -0.01210, -3.54424], [0.88721, 3.58538, -5.26718], [0.32098, 1.95826, -5.62657], [2.05227, 2.25905, -5.33929], [-0.17198, 4.02820, -2.82210], [1.59424, 4.06454, -2.65842], [0.86974, -0.84286, -2.95748], [0.91320, -0.10728, -4.54249]]}

---

| no. | E_tot (eV) |
| --- | --- |
| 1 | -236895.5435 |
| 2 | -105864.4802 |
| 3 | -89055.9823 |
| 4 | -60821.0958 |
| 5 | -66240.4602 |